Record 1
Here is the molecule C4H8N2O from OMol25. Energies are from ωB97M-V with the def2-TZVPD basis set.

## Properties
Relative energy (zero: lowest compared OMol25 entry of this formula, charge and spin) = 77.0 kcal per mole
Maximum force = 0.77 eV/Å
SMILES = N[C@@]1(O)CN2C[C@H]21
HOMO = -9.2272 eV

Last column: Löwdin charge in e.
Positions of all 15 atoms, in Å:
N: 1.224 -0.778 -1.026  0.1105
C: 0.368 -0.629 0.117  -0.5290
O: 0.452 -1.797 0.889  0.0150
C: 0.581 0.716 0.849  -0.1069
N: -0.830 1.137 0.714  -0.0295
C: -1.194 1.109 -0.707  -0.1220
C: -1.162 -0.146 0.040  -0.1715
H: 1.635 -1.699 -1.126  0.0853
H: 1.931 -0.059 -1.134  0.0756
H: -0.458 -1.985 1.140  0.0887
H: 0.835 0.551 1.900  0.1212
H: 1.284 1.422 0.391  0.1139
H: -0.443 1.177 -1.491  0.1047
H: -2.132 1.617 -0.919  0.1070
H: -2.091 -0.638 0.363  0.1368

Record 2
Here is the molecule C5H13N2 from OMol25. Energies are from ωB97M-V with the def2-TZVPD basis set.

## Properties
Relative energy (zero: lowest compared OMol25 entry of this formula, charge and spin) = 40.9 kcal per mole
Expectation value of S² = 0.753
Maximum force = 5.95 eV/Å
HOMO (spin up / spin down) = -4.1757 / -8.8998 eV
Spin multiplicity = 2

Last column: Mulliken spin population.
Positions of all 20 atoms, in Å:
C: -2.233 -0.091 -0.702  0.0131
C: -1.691 -0.453 0.793  -0.0009
C: -0.331 0.105 1.197  0.0214
C: 0.935 -0.877 0.849  -0.0222
N: 2.087 -0.216 0.158  0.1133
C: 2.205 0.659 -0.812  0.7954
N: 1.216 0.847 -1.669  0.1064
H: -2.114 0.993 -0.728  -0.0049
H: -1.647 -0.586 -1.476  -0.0004
H: -3.269 -0.426 -1.012  0.0008
H: -2.470 -0.001 1.495  0.0005
H: -1.717 -1.586 0.981  -0.0026
H: -0.191 0.504 2.210  -0.0025
H: -0.353 1.149 0.672  -0.0012
H: 1.329 -1.182 1.798  0.0112
H: 0.500 -1.745 0.347  0.0376
H: 2.905 -0.600 0.598  -0.0465
H: 3.221 1.052 -1.069  0.0139
H: 0.400 0.935 -1.178  -0.0142
H: 1.217 1.521 -2.454  -0.0181

Record 3
Here is a structure of composition H20O10Xe from OMol25. Energies are from ωB97M-V with the def2-TZVPD basis set.

## Properties
Relative energy (zero: lowest compared OMol25 entry of this formula, charge and spin) = 24.6 kcal per mole
Maximum force = 0.81 eV/Å
HOMO = -10.0736 eV

Last column: Löwdin charge in e.
Positions of all 31 atoms, in Å:
Xe: 0.408 -0.290 -0.673  0.5339
O: -3.301 -1.369 1.024  -0.0513
H: -3.319 -1.536 1.966  0.0262
H: -2.548 -0.792 0.897  -0.0267
O: -0.451 -0.101 2.727  -0.0799
H: -0.547 -1.014 3.000  0.0504
H: 0.378 0.179 3.116  0.0538
O: 1.519 1.279 -3.541  -0.1048
H: 1.354 0.336 -3.529  -0.0545
H: 1.339 1.565 -2.646  -0.0490
O: 0.334 3.474 1.105  -0.0482
H: 0.408 4.227 1.692  0.0399
H: 0.864 2.793 1.521  -0.0111
O: 0.436 -3.926 0.413  -0.0561
H: 0.971 -4.698 0.599  0.0484
H: 0.105 -3.651 1.268  0.0333
O: 2.806 2.028 1.168  -0.0662
H: 3.246 2.805 1.511  0.0473
H: 3.216 1.296 1.629  0.0390
O: 1.966 -1.451 -3.535  -0.0856
H: 2.695 -1.602 -2.933  0.0456
H: 1.275 -2.037 -3.226  -0.0162
O: -2.367 1.545 1.456  -0.0592
H: -3.053 1.466 2.119  0.0559
H: -1.638 1.031 1.803  -0.0303
O: -0.138 -3.351 -2.384  -0.0824
H: -0.991 -2.997 -2.636  0.0479
H: -0.010 -3.051 -1.484  -0.0727
O: -1.797 2.599 -1.169  -0.0921
H: -2.108 2.134 -0.392  -0.0336
H: -1.049 3.110 -0.860  -0.0019

Record 4
Here is a structure of composition C30H86F3N16O14STl from OMol25. Energies are from ωB97M-V with the def2-TZVPD basis set.

## Properties
Net charge = +2
Maximum force = 4.36 eV/Å
HOMO = -11.8324 eV

Last column: Löwdin charge in e.
Positions of all 151 atoms, in Å:
Tl: 17.755 14.495 18.572  1.1054
C: 13.360 15.433 16.378  -0.6831
F: 12.395 16.296 16.629  0.1343
F: 13.162 14.257 16.954  0.1524
F: 13.377 15.223 15.095  0.1997
S: 14.946 16.159 17.092  0.5583
O: 14.696 16.167 18.615  -0.2116
O: 15.895 15.211 16.590  -0.3264
O: 15.113 17.466 16.632  -0.2291
C: 18.394 17.907 17.888  -0.5694
O: 17.497 17.208 18.457  -0.2125
N: 19.729 17.640 18.144  0.1746
N: 18.133 19.055 17.099  0.1719
H: 20.418 18.079 17.569  0.1056
H: 20.033 16.824 18.647  0.0999
H: 18.824 19.518 16.496  0.1226
H: 17.139 19.229 16.967  0.0968
C: 16.639 16.841 21.863  -0.5413
O: 15.891 16.052 21.258  -0.0359
N: 17.589 16.549 22.873  0.1503
N: 16.808 18.213 21.538  0.1391
H: 17.458 15.743 23.441  0.0929
H: 17.791 17.352 23.458  0.0995
H: 17.557 18.754 21.960  0.1042
H: 16.518 18.488 20.600  0.0897
C: 16.386 11.725 16.532  -0.6985
O: 17.317 12.444 16.904  -0.1407
N: 16.011 11.537 15.294  0.2034
N: 15.560 11.142 17.400  0.1841
H: 16.548 11.915 14.539  0.1125
H: 15.189 11.035 15.123  0.0371
H: 15.027 10.298 17.309  0.0478
H: 15.849 11.203 18.378  0.0891
C: 14.792 12.581 21.190  -0.6132
O: 15.519 12.477 20.237  0.0164
N: 14.388 11.482 21.980  0.1687
N: 14.226 13.756 21.750  0.1281
H: 14.379 10.614 21.519  0.0512
H: 13.641 11.612 22.623  0.0876
H: 14.175 13.803 22.772  0.1046
H: 14.774 14.534 21.373  0.0349
C: 18.111 15.638 15.233  -0.5066
O: 18.564 15.973 16.393  -0.1579
N: 17.254 16.423 14.377  0.1672
N: 18.448 14.438 14.639  0.1753
H: 16.926 17.377 14.604  0.1084
H: 16.825 16.008 13.577  0.0453
H: 18.278 14.140 13.704  0.0978
H: 18.660 13.655 15.220  0.0788
C: 13.543 8.572 19.815  -0.0517
C: 12.712 9.218 18.714  -0.3780
C: 12.486 10.691 18.995  -0.2488
O: 11.527 10.852 19.971  -0.1580
C: 11.043 12.207 20.008  -0.0863
N: 13.487 9.083 17.444  0.0275
H: 13.758 7.541 19.648  0.0708
H: 13.126 8.674 20.818  0.0874
H: 14.549 9.032 19.761  0.0860
H: 11.758 8.636 18.562  0.1571
H: 12.187 11.262 18.075  0.1215
H: 13.414 11.103 19.374  0.0929
H: 10.670 12.547 20.942  0.0757
H: 10.224 12.329 19.284  0.0693
H: 11.862 12.903 19.666  0.0859
H: 13.005 9.487 16.650  0.0469
H: 13.664 8.120 17.200  0.0915
C: 11.714 18.810 14.627  -0.0538
C: 11.408 20.045 15.417  -0.3799
C: 10.101 20.756 15.095  -0.2354
O: 9.876 21.039 13.744  -0.1677
C: 8.720 20.370 13.268  -0.1033
N: 11.435 19.624 16.909  0.0213
H: 12.527 18.305 15.128  0.0515
H: 11.921 19.063 13.601  0.0787
H: 10.895 18.099 14.582  0.0639
H: 12.158 20.821 15.257  0.1347
H: 10.144 21.723 15.619  0.1287
H: 9.254 20.190 15.508  0.1220
H: 8.692 20.747 12.229  0.0987
H: 7.781 20.700 13.712  0.0903
H: 8.804 19.281 13.211  0.0821
H: 11.494 20.420 17.525  0.0470
H: 12.327 19.132 17.138  0.0546
C: 11.617 17.267 21.044  0.0380
C: 10.561 15.996 19.339  -0.0169
C: 9.636 15.472 18.417  -0.2090
O: 8.417 16.074 18.064  -0.1438
C: 7.289 15.149 17.957  -0.0242
N: 10.509 17.117 20.004  0.0979
H: 10.931 17.471 21.808  0.0826
H: 12.234 18.122 20.750  0.1073
H: 12.191 16.341 21.085  0.0890
H: 11.352 15.341 19.714  0.1419
H: 9.415 14.451 18.856  0.1485
H: 10.257 15.156 17.525  0.1653
H: 6.937 14.804 18.927  0.0961
H: 7.688 14.264 17.441  0.0775
H: 6.494 15.603 17.390  0.0971
H: 9.853 17.918 20.038  0.1991
H: 15.639 16.771 18.914  0.1872
C: 10.815 16.868 8.424  -0.0726
C: 10.588 17.364 9.804  -0.4280
C: 10.523 16.161 10.768  -0.1613
O: 10.383 16.628 12.140  -0.2397
C: 9.953 15.655 13.043  -0.1181
N: 11.733 18.192 10.298  0.0646
H: 10.212 16.020 8.133  0.0825
H: 11.848 16.581 8.527  0.0752
H: 10.626 17.523 7.612  0.0724
H: 9.628 17.883 9.786  0.1352
H: 11.467 15.595 10.698  0.1221
H: 9.629 15.560 10.538  0.1318
H: 8.905 15.441 12.823  0.0905
H: 10.113 16.149 14.019  0.0782
H: 10.506 14.708 12.961  0.0809
H: 11.841 19.088 9.840  0.0834
H: 11.648 18.159 11.288  0.0229
C: 17.823 18.045 9.765  -0.0776
C: 17.139 16.883 10.382  -0.4544
C: 15.953 17.363 11.235  -0.2153
O: 15.545 16.379 12.173  -0.2574
C: 14.172 15.904 11.899  -0.0517
N: 16.737 15.851 9.412  0.0595
H: 18.584 17.615 9.095  0.0905
H: 18.278 18.792 10.458  0.0966
H: 17.159 18.652 9.149  0.0823
H: 17.785 16.424 11.174  0.1395
H: 15.109 17.562 10.519  0.1363
H: 16.269 18.210 11.810  0.1106
H: 14.111 15.742 10.824  0.0730
H: 13.456 16.670 12.240  0.0809
H: 14.052 14.963 12.466  0.0803
H: 16.231 15.073 9.809  0.0644
H: 16.370 16.193 8.556  0.0647
C: 11.388 10.938 12.670  -0.0339
C: 12.461 11.307 13.730  -0.3938
C: 11.749 11.535 15.096  -0.2105
O: 10.799 12.596 15.015  -0.2112
C: 9.561 12.297 15.667  -0.0929
N: 13.600 10.407 13.917  0.0330
H: 10.601 11.677 12.442  0.0850
H: 10.851 10.097 13.057  0.0659
H: 11.859 10.569 11.767  0.0737
H: 12.937 12.248 13.488  0.1250
H: 12.473 11.843 15.844  0.0966
H: 11.208 10.628 15.378  0.1194
H: 9.763 12.138 16.730  0.0727
H: 9.003 11.425 15.254  0.1041
H: 8.866 13.105 15.431  0.0806
H: 13.288 9.457 14.152  0.0940
H: 14.144 10.302 13.081  0.0842

Record 5
Here is the molecule C5H7NO from OMol25. Energies are from ωB97M-V with the def2-TZVPD basis set.

## Properties
Relative energy (zero: lowest compared OMol25 entry of this formula, charge and spin) = 19.8 kcal per mole
Maximum force = 0.69 eV/Å
SMILES = O=C1CC=CCN1
HOMO = -9.5053 eV

Last column: Löwdin charge in e.
Positions of all 14 atoms, in Å:
O: -2.165 0.689 0.109  0.1040
C: -0.978 0.789 0.302  -0.5035
C: 0.016 1.354 -0.678  -0.1020
C: 0.933 0.219 -1.073  -0.0870
C: 0.874 -0.957 -0.448  -0.0819
C: -0.008 -1.163 0.764  -0.1868
N: -0.330 0.160 1.388  0.0413
H: 0.581 2.173 -0.220  0.1240
H: -0.543 1.732 -1.538  0.1219
H: 1.611 0.386 -1.906  0.1028
H: 1.439 -1.813 -0.814  0.1036
H: 0.483 -1.765 1.525  0.1128
H: -0.923 -1.703 0.447  0.1257
H: -1.009 0.048 2.144  0.1251

Record 6
Here is a structure of composition C28H39N2O2P2RuS4 from OMol25. Energies are from ωB97M-V with the def2-TZVPD basis set.

## Properties
Relative energy (zero: lowest compared OMol25 entry of this formula, charge and spin) = 64.5 kcal per mole
Net charge = -1
Expectation value of S² = 6.035
Maximum force = 1.47 eV/Å
HOMO (spin up / spin down) = -3.5665 / -3.9377 eV
Spin multiplicity = 5

Last column: Mulliken spin population.
Positions of all 78 atoms, in Å:
Ru: -0.046 -0.694 -0.276  1.8615
C: -0.617 3.418 0.908  0.0082
N: -0.861 2.121 0.295  -0.0074
C: -1.981 1.412 0.896  0.1552
C: -1.529 0.697 2.175  -0.0093
N: -0.259 -0.075 2.039  -0.0226
C: 0.909 0.736 2.392  0.0071
C: -0.344 -1.301 2.800  -0.0023
C: 0.153 -1.421 4.089  -0.0038
C: -0.020 -2.597 4.810  0.0173
C: -0.720 -3.653 4.247  -0.0097
C: -1.205 -3.547 2.953  0.0173
C: -1.005 -2.384 2.207  -0.0031
S: -1.557 -2.299 0.547  0.1341
C: -0.892 2.254 -1.134  0.0639
C: -1.967 2.810 -1.808  -0.0060
C: -1.918 2.986 -3.183  0.0201
C: -0.770 2.640 -3.880  0.0083
C: 0.313 2.086 -3.217  0.0537
C: 0.253 1.850 -1.844  -0.0625
S: 1.568 1.060 -0.976  0.0457
H: 0.333 3.813 0.542  -0.0018
H: -0.556 3.312 1.993  -0.0005
H: -1.413 4.142 0.676  0.0019
H: -2.367 0.674 0.185  -0.0735
H: -2.820 2.078 1.158  0.0034
H: -2.329 0.015 2.466  0.0034
H: -1.403 1.431 2.983  -0.0020
H: 0.780 1.251 3.355  -0.0018
H: 1.075 1.479 1.617  0.0008
H: 1.788 0.094 2.442  -0.0047
H: 0.682 -0.596 4.547  0.0007
H: 0.382 -2.672 5.812  0.0013
H: -0.871 -4.565 4.812  -0.0008
H: -1.735 -4.369 2.490  0.0017
H: -2.853 3.095 -1.251  -0.0009
H: -2.771 3.402 -3.706  0.0038
H: -0.723 2.789 -4.953  0.0004
H: 1.205 1.790 -3.753  -0.0072
C: -5.269 1.984 -5.107  0.0025
C: -5.022 1.299 -3.772  0.0228
O: -4.375 0.074 -4.002  0.0306
P: -3.311 -0.609 -2.878  0.3284
S: -0.614 -1.217 -2.369  1.0123
S: -4.443 -0.929 -1.265  0.1366
O: -3.293 -2.034 -3.684  0.0124
C: -2.559 -2.100 -4.905  -0.0053
C: -1.709 -3.359 -4.950  0.0051
H: -5.772 2.939 -4.950  0.0003
H: -5.892 1.350 -5.739  0.0000
H: -4.320 2.146 -5.619  0.0013
H: -5.972 1.121 -3.256  0.0015
H: -4.412 1.943 -3.129  -0.0109
H: -1.916 -1.217 -5.002  -0.0031
H: -3.275 -2.093 -5.732  0.0035
H: -1.029 -3.355 -4.101  0.0093
H: -1.132 -3.377 -5.877  0.0004
H: -2.337 -4.250 -4.898  0.0006
C: 2.511 -2.256 -1.948  0.0310
P: 1.880 -2.355 -0.220  0.1808
C: 1.202 -4.059 -0.279  0.0018
C: 3.476 -2.627 0.630  0.0130
C: 4.548 -1.780 0.332  0.0165
C: 5.782 -1.962 0.932  -0.0096
C: 5.965 -2.975 1.864  0.0206
C: 4.892 -3.780 2.213  -0.0097
C: 3.655 -3.602 1.610  0.0224
H: 2.739 -1.222 -2.199  -0.0001
H: 1.704 -2.582 -2.602  -0.0181
H: 3.394 -2.885 -2.074  0.0034
H: 1.951 -4.746 -0.676  0.0015
H: 0.325 -4.031 -0.924  0.0004
H: 0.877 -4.390 0.708  -0.0008
H: 4.404 -0.978 -0.382  0.0047
H: 6.611 -1.316 0.667  -0.0008
H: 6.934 -3.125 2.323  0.0023
H: 5.023 -4.560 2.953  -0.0009
H: 2.827 -4.237 1.898  0.0038

Question: The highest maximum force belongs to which entry?
Answer: C5H13N2

Repeat the third record exactly.
Here is a structure of composition H20O10Xe from OMol25. Energies are from ωB97M-V with the def2-TZVPD basis set.

## Properties
Relative energy (zero: lowest compared OMol25 entry of this formula, charge and spin) = 24.6 kcal per mole
Maximum force = 0.81 eV/Å
HOMO = -10.0736 eV

Last column: Löwdin charge in e.
Positions of all 31 atoms, in Å:
Xe: 0.408 -0.290 -0.673  0.5339
O: -3.301 -1.369 1.024  -0.0513
H: -3.319 -1.536 1.966  0.0262
H: -2.548 -0.792 0.897  -0.0267
O: -0.451 -0.101 2.727  -0.0799
H: -0.547 -1.014 3.000  0.0504
H: 0.378 0.179 3.116  0.0538
O: 1.519 1.279 -3.541  -0.1048
H: 1.354 0.336 -3.529  -0.0545
H: 1.339 1.565 -2.646  -0.0490
O: 0.334 3.474 1.105  -0.0482
H: 0.408 4.227 1.692  0.0399
H: 0.864 2.793 1.521  -0.0111
O: 0.436 -3.926 0.413  -0.0561
H: 0.971 -4.698 0.599  0.0484
H: 0.105 -3.651 1.268  0.0333
O: 2.806 2.028 1.168  -0.0662
H: 3.246 2.805 1.511  0.0473
H: 3.216 1.296 1.629  0.0390
O: 1.966 -1.451 -3.535  -0.0856
H: 2.695 -1.602 -2.933  0.0456
H: 1.275 -2.037 -3.226  -0.0162
O: -2.367 1.545 1.456  -0.0592
H: -3.053 1.466 2.119  0.0559
H: -1.638 1.031 1.803  -0.0303
O: -0.138 -3.351 -2.384  -0.0824
H: -0.991 -2.997 -2.636  0.0479
H: -0.010 -3.051 -1.484  -0.0727
O: -1.797 2.599 -1.169  -0.0921
H: -2.108 2.134 -0.392  -0.0336
H: -1.049 3.110 -0.860  -0.0019

Question: What is the formula in the fourth record?
Answer: C30H86F3N16O14STl